1.
ORCA calculation (ωB97M-V with the def2-TZVPD basis set) on a 9-piece molecular cluster, C27H36O27 overall.

## Properties
Orbital gap (eV): 9.781
SMILES: O=C1OCCO1.O=C1OCCO1.O=C1OCCO1.O=C1OCCO1.O=C1OCCO1.O=C1OCCO1.O=C1OCCO1.O=C1OCCO1.O=C1OCCO1
HOMO energy (eV): -10.1

Cartesian coordinates (Å):
C (-2.60876, -2.58519, 2.17645)
C (-3.92356, -2.56675, 1.37487)
O (-4.50585, -3.85359, 1.66482)
C (-3.88975, -4.35971, 2.75034)
O (-4.20316, -5.37866, 3.28868)
O (-2.93920, -3.52306, 3.20196)
H (-2.19824, -1.65778, 2.56198)
H (-1.82777, -2.97895, 1.51567)
H (-3.80816, -2.48277, 0.30107)
H (-4.56401, -1.80311, 1.81566)
C (-1.83753, 2.19444, 3.77252)
C (-1.21428, 0.80138, 4.03808)
O (-2.23566, 0.15005, 4.76890)
C (-3.34732, 0.91868, 4.87978)
O (-4.29917, 0.55430, 5.48262)
O (-3.18947, 2.05174, 4.18437)
H (-1.78024, 2.63114, 2.78080)
H (-1.30686, 2.90854, 4.41040)
H (-0.31639, 0.84927, 4.65096)
H (-0.91754, 0.34847, 3.09170)
C (-0.34106, 1.23240, -5.08525)
C (-0.13312, 0.32761, -3.85455)
O (-0.23244, 1.23604, -2.76946)
C (-0.13612, 2.49834, -3.19081)
O (-0.03835, 3.43650, -2.46683)
O (-0.24643, 2.53423, -4.53827)
H (-1.28642, 1.06414, -5.60656)
H (0.40701, 1.05777, -5.86077)
H (0.81846, -0.19510, -3.81655)
H (-0.98774, -0.34486, -3.79661)
C (0.87098, -1.69568, 0.25377)
C (1.60144, -0.85525, -0.78271)
O (1.58258, 0.43681, -0.21491)
C (0.56691, 0.52266, 0.64772)
O (0.11176, 1.54109, 1.06924)
O (0.12556, -0.70930, 1.01187)
H (1.60942, -2.29105, 0.79389)
H (0.07877, -2.37308, -0.06762)
H (1.17095, -0.74923, -1.77772)
H (2.61433, -1.24954, -0.80463)
C (-3.33801, -3.74974, -3.34773)
C (-2.38300, -2.62263, -3.04619)
O (-1.89867, -2.88091, -1.73844)
C (-2.18270, -4.19938, -1.44133)
O (-1.82711, -4.75099, -0.45066)
O (-3.03113, -4.70934, -2.34556)
H (-3.25324, -4.17901, -4.34267)
H (-4.36494, -3.38730, -3.23961)
H (-2.78301, -1.61675, -3.16860)
H (-1.54130, -2.66763, -3.75326)
C (-2.79715, 0.87540, -1.05506)
C (-2.87207, 2.34371, -0.59079)
O (-3.99977, 2.37030, 0.25813)
C (-4.31982, 1.12802, 0.64541)
O (-5.15538, 0.82212, 1.42493)
O (-3.53993, 0.23972, -0.01558)
H (-1.79288, 0.46647, -1.02683)
H (-3.29415, 0.69932, -2.01092)
H (-2.91533, 3.02383, -1.44271)
H (-1.97433, 2.67229, -0.06310)
C (4.65272, -0.42570, -2.45376)
C (5.74160, -0.35313, -3.52085)
O (5.18992, 0.59761, -4.42539)
C (3.86748, 0.64292, -4.28590)
O (3.14650, 1.33301, -4.93277)
O (3.50321, -0.11599, -3.22208)
H (4.86725, 0.37088, -1.73015)
H (4.40679, -1.34657, -1.93424)
H (5.92200, -1.33251, -3.97066)
H (6.69770, -0.02812, -3.11877)
C (0.08976, 6.03716, 1.72213)
C (-0.08499, 4.56355, 1.48448)
O (0.65827, 3.93491, 2.53362)
C (0.79630, 4.85850, 3.51629)
O (1.32592, 4.62783, 4.55527)
O (0.30221, 6.03632, 3.14033)
H (-0.81553, 6.61104, 1.53734)
H (0.90765, 6.49810, 1.16735)
H (0.24177, 4.24634, 0.49452)
H (-1.13706, 4.27506, 1.55193)
C (6.17176, -1.93430, 2.87724)
C (5.81576, -0.97538, 1.74449)
O (4.65678, -1.54888, 1.16983)
C (4.55853, -2.83314, 1.56053)
O (3.73890, -3.59960, 1.15156)
O (5.53551, -3.14961, 2.43225)
H (5.80837, -1.57344, 3.83580)
H (7.24462, -2.09812, 2.83203)
H (6.66434, -0.85400, 1.06686)
H (5.54632, 0.01481, 2.11641)

Atomic partial charges in e from the Mulliken method, atoms 1 to 2: atom 1 (C): 0.828, atom 2 (C): 0.043

=====

2.
ORCA calculation (ωB97M-V with the def2-TZVPD basis set) on a single C5H8S molecule.

## Properties
Orbital gap (eV): 9.191
SMILES: CC1(C)C=CS1
HOMO energy (eV): -8.5

Cartesian coordinates (Å):
C (0.78711, -1.28181, 0.02450)
C (2.09995, -1.26495, 0.03290)
C (0.34065, 0.15666, 0.00789)
C (-0.39813, 0.60877, 1.26229)
C (-0.37174, 0.54095, -1.27802)
S (2.11327, 0.83323, -0.01104)
H (0.12188, -2.13587, -0.00098)
H (2.97590, -1.86883, 0.04925)
H (-0.80265, 1.60941, 1.11961)
H (0.28117, 0.63470, 2.11095)
H (-1.21956, -0.07066, 1.49573)
H (-0.36509, 1.62163, -1.40045)
H (-1.40198, 0.18904, -1.24771)
H (0.13765, 0.09847, -2.13022)

Atomic partial charges in e from the Mulliken method, atoms 1 to 2: atom 1 (C): -0.785, atom 2 (C): -0.367

=====

3.
ORCA calculation (ωB97M-V with the def2-TZVPD basis set) on a 3-piece molecular cluster, C2H3F3O overall.

## Properties
Orbital gap (alpha / beta) (eV): 8.375 / 8.380
HOMO energy (alpha / beta) (eV): -9.0 / -9.0

Cartesian coordinates (Å):
C (0.94224, 0.80619, -0.90140)
C (-1.04768, -0.29809, 0.56686)
O (1.76366, 0.53319, -0.20076)
F (-0.91279, 1.07460, 0.53507)
F (-1.17015, -0.69607, -0.66091)
F (2.07079, -1.15375, 0.28926)
H (-0.07871, -0.75422, 0.97236)
H (0.32139, 1.18267, -1.81871)
H (-1.88875, -0.69452, 1.21823)

Atomic partial charges in e from the Mulliken method, atoms 1 to 2: atom 1 (C): 0.326, atom 2 (C): 0.046

=====

4.
ORCA calculation (ωB97M-V with the def2-TZVPD basis set) on an isolated ion of composition C4H13N3 and charge +1.

## Properties
Multiplicity: 2
Orbital gap (alpha / beta) (eV): 3.790 / 7.868
Net charge: +1
HOMO energy (alpha / beta) (eV): -7.6 / -11.7
Expectation value of S²: 0.75

Cartesian coordinates (Å):
C (0.82385, -1.87792, 0.45441)
C (-0.11985, -0.70316, 0.33655)
C (0.38509, 0.29576, -0.73480)
N (-0.95406, 3.76107, -0.52536)
C (-0.04923, 2.72851, -0.48504)
N (-0.46713, 1.42935, -0.82953)
N (0.12366, -3.11800, 1.00556)
H (1.30322, -2.19107, -0.46674)
H (1.63192, -1.71399, 1.16125)
H (-0.23165, -0.21456, 1.29547)
H (-1.13498, -1.06873, 0.10640)
H (0.35429, -0.24166, -1.69226)
H (1.36375, 0.65501, -0.40046)
H (-0.65523, 4.69438, -0.72880)
H (-1.92937, 3.57721, -0.38569)
H (0.99579, 2.86450, -0.30839)
H (-1.36598, 1.34761, -1.26997)
H (-0.48737, -3.57387, 0.32868)
H (0.82559, -3.79690, 1.30488)
H (-0.41232, -2.85352, 1.83385)

Atomic partial charges in e from the Mulliken method, atoms 1 to 2: atom 1 (C): -0.609, atom 2 (C): -0.465

=====

5.
ORCA calculation (ωB97M-V with the def2-TZVPD basis set) on a 8-piece molecular cluster, H16O7S overall.

## Properties
Multiplicity: 2
Orbital gap (alpha / beta) (eV): 9.915 / 4.435
Net charge: +1
HOMO energy (alpha / beta) (eV): -14.0 / -14.0
Expectation value of S²: 0.75

Cartesian coordinates (Å):
S (-2.62683, -1.89765, 1.49664)
H (-1.32584, -2.20812, 1.30051)
H (-2.69045, -1.25518, 0.30018)
H (-1.91720, 1.42714, -0.26665)
H (-0.75430, 1.35456, 0.87518)
O (-1.42620, 0.88718, 0.35438)
H (0.26603, 0.85362, -3.28228)
H (-0.31984, 1.51991, -1.95333)
O (-0.46064, 0.88415, -2.65674)
H (2.02199, -2.15762, 1.38657)
H (1.14865, -2.01486, 0.05218)
O (1.91162, -1.69748, 0.54868)
H (2.83338, 1.54808, -1.31897)
H (2.81223, 0.15762, -0.63760)
O (3.38340, 0.88570, -0.89274)
H (1.18057, 2.55907, -0.01845)
H (0.71710, 3.27563, -1.28127)
O (0.44043, 3.06395, -0.38316)
H (-0.99239, -0.58081, -0.41027)
H (-0.46261, -1.18542, -1.72800)
O (-0.67203, -1.43348, -0.81575)
H (1.46361, -0.04710, 1.06002)
H (2.01719, 1.21008, 1.83429)
O (1.26912, 0.86208, 1.34248)

Atomic partial charges in e from the Mulliken method, atoms 1 to 2: atom 1 (S): 0.243, atom 2 (H): 0.341

=====

6.
ORCA calculation (ωB97M-V with the def2-TZVPD basis set) on a 2-piece molecular cluster, C4H11NO overall.

## Properties
Orbital gap (eV): 9.973
SMILES: C1CCNC1.O
HOMO energy (eV): -9.0

Cartesian coordinates (Å):
C (0.04410, -1.24436, -0.13239)
N (-0.24899, -0.17528, -1.05980)
C (0.79430, 0.90293, -0.88713)
C (1.11054, 0.81126, 0.61819)
C (0.67655, -0.55484, 1.13863)
H (0.93152, -1.94502, -0.42034)
H (-0.74244, -1.99202, -0.11828)
H (-0.25210, -0.46039, -2.00737)
H (0.48930, 1.83068, -1.34579)
H (1.71554, 0.58381, -1.43290)
H (2.12374, 0.96076, 0.85112)
H (0.51775, 1.59647, 1.12574)
H (-0.09316, -0.29343, 1.90155)
H (1.35019, -1.41076, 1.49055)
H (-2.11793, 0.07671, 0.03792)
H (-3.23587, 1.10231, 0.18503)
O (-3.06305, 0.21117, 0.05526)

Atomic partial charges in e from the Mulliken method, atoms 1 to 2: atom 1 (C): -0.729, atom 2 (N): -0.366

=====

7.
ORCA calculation (ωB97M-V with the def2-TZVPD basis set) on C44H35ClF10N4O3PV as an isolated structure.

## Properties
Multiplicity: 4
Orbital gap (alpha / beta) (eV): 5.706 / 6.846
Net charge: -1
HOMO energy (alpha / beta) (eV): -3.5 / -4.6
Expectation value of S²: 3.76

Cartesian coordinates (Å):
V (-0.27637, 0.19874, 0.38879)
C (-3.02732, -0.77185, 0.08747)
N (-1.74557, -1.18401, 0.64638)
C (-1.30385, -2.39142, -0.02482)
C (-0.76540, -2.07281, -1.42308)
N (-0.14880, -0.76149, -1.46529)
C (0.20170, -0.31513, -2.66079)
C (0.26342, -1.05994, -3.88502)
F (-0.04587, -2.38799, -3.92983)
C (0.68611, -0.53276, -5.08736)
F (0.74220, -1.33501, -6.16880)
C (1.07192, 0.79628, -5.20399)
F (1.50402, 1.30368, -6.38300)
C (1.00659, 1.57822, -4.05366)
F (1.34692, 2.88297, -4.11584)
C (0.58794, 1.04600, -2.85586)
F (0.54241, 1.89737, -1.79052)
C (-1.84154, -1.36765, 2.09011)
C (-1.83407, -0.00785, 2.78182)
N (-0.80496, 0.81001, 2.18620)
C (-0.72983, 2.08177, 2.52700)
C (-1.48486, 2.79267, 3.51434)
F (-2.39598, 2.15240, 4.29044)
C (-1.31707, 4.13560, 3.76773)
F (-2.05485, 4.71851, 4.73456)
C (-0.38878, 4.90007, 3.06461)
F (-0.22679, 6.21904, 3.32508)
C (0.38035, 4.25596, 2.09661)
F (1.29832, 4.95644, 1.40202)
C (0.22390, 2.90935, 1.87022)
F (1.02946, 2.29500, 0.93575)
H (-3.76708, -1.58255, 0.16409)
H (-2.89192, -0.50412, -0.96029)
H (-3.40742, 0.10085, 0.61341)
H (-2.12564, -3.12481, -0.10123)
H (-0.50591, -2.84014, 0.56530)
H (-1.59002, -2.11526, -2.14978)
H (-0.04070, -2.85647, -1.69134)
H (-0.96291, -1.93103, 2.42508)
H (-2.74533, -1.93473, 2.36392)
H (-1.65497, -0.15966, 3.85609)
H (-2.80361, 0.48858, 2.65746)
N (2.83014, 0.93046, -0.84091)
C (3.71317, 0.64001, 0.15145)
C (4.97057, 1.25908, 0.16225)
C (5.95421, 0.85729, 1.03751)
C (5.70105, -0.17778, 1.92604)
C (4.45550, -0.77052, 1.95208)
C (3.43396, -0.36600, 1.09720)
P (1.72895, -1.08663, 1.22622)
C (1.85590, -1.49623, 3.02279)
C (2.40827, -2.66679, 3.53973)
C (2.53901, -2.84269, 4.90491)
C (2.11662, -1.85585, 5.78132)
C (1.59990, -0.67476, 5.27882)
C (1.48229, -0.49094, 3.91270)
C (2.09784, -2.73053, 0.48578)
C (2.92769, -2.81845, -0.62943)
C (3.17901, -4.04017, -1.22678)
C (2.59997, -5.19802, -0.73103)
C (1.75014, -5.12071, 0.36053)
C (1.49407, -3.89942, 0.95487)
H (1.88346, 0.59227, -0.69294)
H (2.90401, 1.84760, -1.25581)
H (5.14757, 2.05718, -0.54454)
H (6.92154, 1.33894, 1.03198)
H (6.46503, -0.51869, 2.60716)
H (4.28312, -1.56622, 2.65922)
H (2.76117, -3.44469, 2.87732)
H (2.98878, -3.74934, 5.28399)
H (2.20123, -2.00678, 6.84782)
H (1.29526, 0.11122, 5.95585)
H (1.10084, 0.44167, 3.52104)
H (3.38790, -1.92194, -1.01960)
H (3.83713, -4.09409, -2.08178)
H (2.80985, -6.15375, -1.19041)
H (1.29350, -6.01849, 0.75520)
H (0.83455, -3.86341, 1.81365)
C (-5.89773, 1.19354, -2.36634)
C (-4.70336, 1.32153, -3.26103)
C (-4.60010, 0.61568, -4.44492)
C (-3.47165, 0.74860, -5.23949)
Cl (-3.39002, -0.09522, -6.75110)
C (-2.41567, 1.54077, -4.83510)
C (-2.50591, 2.24665, -3.64769)
C (-3.65606, 2.18005, -2.86881)
O (-3.90950, 2.93650, -1.77432)
C (-2.85940, 3.44063, -0.96242)
C (-2.44334, 2.30693, 0.02189)
O (-3.09265, 2.18896, 1.06138)
O (-1.52448, 1.57110, -0.39825)
H (-6.57259, 0.41687, -2.71741)
H (-6.43481, 2.13890, -2.31397)
H (-5.56878, 0.96201, -1.35439)
H (-5.39991, -0.03627, -4.76316)
H (-1.52998, 1.62528, -5.44272)
H (-1.67551, 2.86123, -3.34209)
H (-3.30176, 4.26509, -0.40121)
H (-1.99786, 3.78549, -1.53702)

Atomic partial charges in e from the Mulliken method, atoms 1 to 2: atom 1 (V): 0.569, atom 2 (C): -1.391

=====

8.
ORCA calculation (ωB97M-V with the def2-TZVPD basis set) on C28H21AsClO2RhS as an isolated structure.

## Properties
Multiplicity: 5
Orbital gap (alpha / beta) (eV): 8.316 / 6.003
HOMO energy (alpha / beta) (eV): -7.7 / -8.4
Expectation value of S²: 6.04

Cartesian coordinates (Å):
Rh (0.48892, -0.22166, -0.58964)
S (0.55066, -0.45198, 1.71261)
C (-0.58878, -1.69027, 2.24324)
C (-0.50892, -2.09744, 3.57968)
C (-1.33138, -3.10227, 4.05657)
C (-2.24168, -3.72229, 3.20794)
C (-2.33198, -3.32154, 1.88358)
C (-1.52098, -2.30189, 1.40178)
As (-1.62596, -1.66376, -0.41783)
C (-2.11646, -3.24600, -1.40935)
C (-3.44659, -3.62406, -1.57108)
C (-3.75087, -4.79051, -2.25902)
C (-2.73309, -5.57265, -2.78640)
C (-1.40866, -5.18783, -2.63408)
C (-1.09554, -4.02209, -1.94890)
C (-3.26210, -0.62862, -0.41650)
C (-3.64065, -0.02776, -1.61525)
C (-4.76581, 0.77684, -1.66208)
C (-5.51439, 0.99270, -0.51052)
C (-5.13590, 0.40051, 0.68290)
C (-4.00755, -0.41220, 0.73317)
H (0.21290, -1.62343, 4.23176)
H (-1.25482, -3.41017, 5.09107)
H (-2.87735, -4.51678, 3.57615)
H (-3.03871, -3.80903, 1.22218)
H (-4.24512, -3.01168, -1.16947)
H (-4.78438, -5.08678, -2.38449)
H (-2.97342, -6.48045, -3.32448)
H (-0.61536, -5.79034, -3.05671)
H (-0.06256, -3.70903, -1.84944)
H (-3.04313, -0.16761, -2.50897)
H (-5.05101, 1.25110, -2.59231)
H (-6.38778, 1.63097, -0.54572)
H (-5.71406, 0.57133, 1.58198)
H (-3.71154, -0.86453, 1.67118)
C (-0.62353, 1.35753, -1.07593)
C (-1.30634, 2.30904, -1.43392)
C (-2.16431, 3.39730, -1.77473)
C (-2.00175, 4.09002, -2.97745)
C (-2.86156, 5.12423, -3.30470)
C (-3.89336, 5.47203, -2.44232)
C (-4.06464, 4.78411, -1.24788)
C (-3.20552, 3.75215, -0.91201)
H (-1.19676, 3.80684, -3.64220)
H (-2.72794, 5.66019, -4.23504)
H (-4.56534, 6.27979, -2.70171)
H (-4.86931, 5.05375, -0.57644)
H (-3.33118, 3.20249, 0.01153)
Cl (4.08788, -2.05956, -3.58200)
C (3.93420, -2.13359, -1.80482)
C (2.66500, -1.44321, -1.36342)
O (1.54882, -1.97747, -1.60396)
O (2.74185, -0.35172, -0.74732)
H (4.80041, -1.64143, -1.37683)
H (3.90193, -3.18387, -1.52809)

Atomic partial charges in e from the Mulliken method, atoms 1 to 2: atom 1 (Rh): -0.177, atom 2 (S): -0.131

=====

Per-record energy relative to the best compared isomer or geometry (same formula, charge and spin), eV: 1.216 1.576 5.910 0.457 0.000 1.600 0.399 0.000